[1]
Formula: C31H20F11N7O9ReS3Te2
Source: the OMol25 dataset
Level of theory: the ωB97M-V functional and the def2-TZVPD basis

- Relative energy (zero: lowest compared OMol25 entry of this formula, charge and spin): 14.77 kcal/mol
- Lowest unoccupied orbital energy (spin up / spin down): -1.1149 / -1.1161 eV
- Total energy: -140444.3164 eV
- HOMO energy (spin up / spin down): -7.817 / -6.855 eV
- Spin multiplicity: 2
- Strongest force on any atom: 1.0 eV/A

Each line ends with the Mulliken charge.
Element x y z (Å)
Re (-0.013933, -1.164528, -0.431897)  0.810
S (1.909779, -2.763006, 6.655452)  0.096
N (2.493968, -1.633992, 5.659561)  -0.745
C (1.825935, -1.739459, 4.525007)  0.624
C (2.014594, -0.900598, 3.354154)  0.668
C (2.886649, 0.167015, 3.277471)  -0.870
C (2.906571, 0.918715, 2.106455)  -1.256
C (2.094977, 0.569184, 1.049502)  -0.403
N (1.275106, -0.500934, 1.078224)  0.330
C (1.210597, -1.204771, 2.241449)  -0.138
C (0.225857, -2.228693, 2.264580)  -0.413
N (-0.525366, -2.323041, 1.125338)  1.193
C (-1.519396, -3.251132, 1.119272)  -0.799
C (-1.785705, -4.057847, 2.197988)  -0.967
C (-1.029139, -3.958846, 3.366322)  -0.847
C (-0.011711, -3.030008, 3.396118)  0.548
C (0.842336, -2.773268, 4.544375)  0.960
N (0.791957, -3.421657, 5.694109)  -0.708
H (3.514761, 0.413175, 4.122803)  0.548
H (3.550842, 1.780480, 2.006207)  0.536
H (2.084539, 1.140250, 0.136876)  0.537
H (-2.085201, -3.311608, 0.201647)  0.596
H (-2.593586, -4.771873, 2.120312)  0.515
H (-1.228179, -4.577288, 4.230176)  0.565
F (3.400582, 2.489954, -1.985775)  -0.194
C (3.861704, 1.547534, -2.815181)  0.523
F (4.266867, 2.123680, -3.934399)  -0.211
F (4.895918, 0.943169, -2.233527)  -0.220
S (2.560255, 0.286382, -3.152928)  0.673
O (2.082644, -0.113884, -1.841686)  -0.404
O (3.180542, -0.718277, -3.956509)  -0.651
N (1.549636, 1.241186, -3.888648)  -0.429
S (0.102531, 0.774940, -4.246479)  1.220
O (-0.373496, -0.232549, -3.303910)  -0.792
O (-0.739946, 1.881779, -4.542816)  -0.703
C (0.275712, -0.146596, -5.845552)  0.520
F (1.065253, 0.542687, -6.667187)  -0.224
F (-0.919948, -0.284569, -6.404087)  -0.200
F (0.806901, -1.347202, -5.642513)  -0.203
Te (-3.362415, 0.065122, 1.245814)  0.447
C (-2.908989, 0.304708, 3.280177)  -0.338
C (-3.927172, 0.525641, 4.202871)  -0.404
C (-3.628469, 0.621931, 5.556202)  -0.656
C (-2.313631, 0.526364, 5.986428)  -0.637
C (-1.292175, 0.327541, 5.065500)  -0.522
C (-1.590822, 0.202976, 3.718513)  0.421
H (-4.950659, 0.630510, 3.865699)  0.423
H (-4.423750, 0.785873, 6.271594)  0.382
H (-2.082179, 0.611314, 7.040253)  0.405
H (-0.264257, 0.256596, 5.399935)  0.412
H (-0.798760, 0.035963, 2.999745)  0.361
O (-2.317953, 1.744076, 0.799879)  -0.631
C (-1.342713, 1.803098, -0.065694)  -0.149
O (-0.621811, 0.851813, -0.391948)  0.722
C (-1.061636, 3.141289, -0.615630)  -0.394
C (-1.821492, 4.236407, -0.223830)  -0.442
C (-1.581710, 5.505001, -0.750811)  -1.277
C (-0.568983, 5.608273, -1.672540)  0.831
O (-0.150590, 6.717983, -2.333153)  -0.516
C (0.898594, 6.292603, -3.211693)  -0.253
O (1.126365, 4.907228, -2.977511)  -0.492
C (0.194370, 4.514474, -2.060953)  0.590
C (-0.019127, 3.267513, -1.552375)  0.744
H (-2.617262, 4.093877, 0.492646)  0.495
H (-2.167769, 6.364725, -0.459983)  0.445
H (1.804550, 6.855296, -2.984337)  0.251
H (0.584305, 6.443845, -4.245839)  0.274
H (0.565555, 2.417267, -1.869179)  -0.171
N (0.755097, -3.401098, -2.320468)  0.266
C (1.594594, -4.410718, -2.578266)  -0.197
C (2.412482, -4.560439, -1.477718)  -1.172
C (1.994509, -3.570659, -0.584686)  -0.221
N (0.991108, -2.874751, -1.109098)  0.204
H (0.027890, -3.008182, -2.915274)  -0.016
H (1.551558, -4.938611, -3.514964)  0.504
H (3.205876, -5.273416, -1.345982)  0.421
H (2.377253, -3.313409, 0.389451)  0.535
F (-2.615528, 0.350231, -2.328115)  -0.505
Te (-2.602486, -1.470647, -2.921513)  1.729
F (-3.230687, -0.742655, -4.492430)  -0.393
F (-1.337800, -2.345522, -4.084737)  -0.580
F (-4.292843, -1.315169, -2.078227)  -0.393
F (-3.409933, -3.135140, -3.257780)  -0.408
O (-1.631913, -2.013626, -1.470275)  -0.180

Force components x, y, z for each atom (eV/Å):
0.20 0.30 0.48
-0.03 0.00 -0.01
0.01 0.02 0.01
-0.05 -0.07 0.02
-0.03 -0.01 -0.05
0.00 0.01 0.03
-0.02 0.00 -0.01
0.04 0.07 -0.02
-0.06 -0.12 -0.15
0.19 -0.03 -0.01
-0.10 -0.11 -0.03
0.05 -0.12 -0.07
-0.02 0.03 -0.04
-0.01 0.00 0.03
-0.02 0.01 0.00
0.02 0.06 -0.05
0.03 0.04 0.02
0.02 0.00 0.00
0.00 0.00 0.00
0.00 0.00 0.01
0.03 0.00 -0.14
0.00 0.00 0.00
0.01 -0.01 0.00
0.01 0.00 0.00
-0.01 -0.05 0.02
-0.13 0.02 0.06
0.06 0.01 -0.06
0.05 -0.03 0.06
-0.11 0.01 0.11
-0.05 -0.13 0.30
0.04 -0.03 -0.04
0.14 -0.01 -0.16
-0.26 -0.14 0.01
0.21 0.15 -0.04
0.03 0.09 -0.02
0.01 0.08 0.03
-0.04 -0.02 -0.03
0.01 -0.03 0.01
0.05 0.00 -0.02
0.18 0.07 0.00
-0.05 -0.11 0.00
-0.03 -0.01 -0.04
0.02 0.01 0.00
-0.02 -0.01 0.00
0.00 -0.01 0.00
0.03 0.03 -0.06
0.00 0.00 0.01
0.00 0.00 -0.01
0.00 0.00 0.00
0.02 0.02 0.00
-0.03 0.04 0.02
-0.28 -0.03 -0.13
0.45 0.02 -0.08
-0.31 -0.17 -0.04
-0.02 -0.02 0.03
-0.06 0.01 -0.02
-0.02 0.01 0.01
0.02 -0.01 -0.04
-0.01 0.00 0.05
0.01 -0.02 -0.03
0.01 0.00 0.04
0.01 0.02 -0.03
0.01 -0.03 0.03
0.00 0.01 0.00
0.00 0.00 0.00
0.00 0.00 0.00
-0.01 -0.01 0.00
0.00 0.01 0.03
0.07 0.01 -0.09
-0.04 0.05 0.02
0.02 0.01 0.03
0.10 -0.04 -0.06
-0.14 0.08 0.02
-0.02 -0.01 -0.01
0.00 0.00 0.00
0.00 0.00 0.00
-0.02 -0.01 0.01
0.27 -0.22 -0.16
-0.99 -0.10 0.20
-0.03 -0.10 -0.02
0.06 0.23 0.11
0.24 0.09 0.06
0.13 0.03 -0.01
0.17 0.15 -0.09

---

[2]
Formula: C28H40BLaN9O4Se
Source: the OMol25 dataset
Level of theory: the ωB97M-V functional and the def2-TZVPD basis

- Relative energy (zero: lowest compared OMol25 entry of this formula, charge and spin): 0.00 kcal/mol
- Lowest unoccupied orbital energy: 2.3419 eV
- Total energy: -118178.1928 eV
- Charge: -1
- HOMO energy: -4.998 eV
- Strongest force on any atom: 1.0 eV/A

Each line ends with the Mulliken charge.
Element x y z (Å)
La (0.357696, 0.242012, -0.409842)  2.210
C (0.545543, -1.080181, 3.111794)  -1.177
C (-0.666334, -0.451887, 3.780794)  0.804
C (-1.803510, -1.470805, 3.929957)  -1.201
C (-1.170179, 0.802457, 3.115453)  -0.348
C (-1.905172, 1.806065, 3.775939)  -1.502
C (-2.232711, 2.706479, 2.791969)  -0.143
N (-1.717315, 2.271554, 1.630357)  -0.360
N (-1.054679, 1.089421, 1.816630)  0.980
B (-1.821928, 3.042608, 0.294792)  -0.062
N (-0.432171, 3.614768, -0.085787)  0.157
C (-0.119300, 4.914536, -0.213388)  -0.578
C (1.253562, 5.023113, -0.316736)  -0.897
C (1.723123, 3.699119, -0.220492)  -0.409
N (0.699520, 2.865911, -0.099385)  0.545
C (3.137641, 3.198035, -0.152596)  2.361
C (3.690736, 3.367655, 1.270042)  -1.571
C (4.029403, 3.872685, -1.188796)  -1.824
N (-2.464460, 2.166218, -0.812519)  0.202
C (-3.543929, 2.538618, -1.514673)  -0.494
C (-3.980807, 1.459730, -2.249816)  -1.139
C (-3.086028, 0.423575, -1.934004)  -0.334
N (-2.162915, 0.858815, -1.065160)  0.175
C (-3.147968, -1.002766, -2.405998)  2.170
C (-4.457959, -1.279802, -3.132152)  -2.108
C (-1.954370, -1.381249, -3.283040)  -1.075
H (0.927353, -1.898786, 3.727224)  0.509
H (1.345748, -0.354533, 2.981421)  0.164
H (0.283675, -1.501264, 2.136770)  -0.101
H (-0.360842, -0.141461, 4.781144)  0.384
H (-2.127896, -1.831647, 2.948833)  -0.013
H (-2.667896, -1.029700, 4.431712)  0.418
H (-1.467528, -2.334856, 4.514258)  0.393
H (-2.162678, 1.840696, 4.826322)  0.468
H (-2.794285, 3.629170, 2.828923)  0.453
H (-2.556811, 3.989584, 0.459360)  -0.243
H (-0.896232, 5.668225, -0.209839)  0.468
H (1.835135, 5.927596, -0.414672)  0.425
H (3.115965, 2.128685, -0.362628)  -1.046
H (3.582504, 4.405340, 1.604441)  0.351
H (4.752829, 3.102643, 1.301900)  0.418
H (3.160487, 2.715384, 1.969793)  0.317
H (4.171820, 4.934075, -0.951421)  0.368
H (3.597516, 3.798411, -2.190691)  0.360
H (5.014093, 3.399428, -1.200616)  0.433
H (-3.942295, 3.538630, -1.419726)  0.464
H (-4.840217, 1.419314, -2.902936)  0.436
H (-3.131637, -1.629150, -1.522207)  -0.754
H (-4.540790, -0.678750, -4.045167)  0.370
H (-5.321336, -1.065423, -2.496371)  0.465
H (-4.502888, -2.332939, -3.417796)  0.461
H (-1.965117, -0.815440, -4.217877)  0.423
H (-1.979366, -2.450005, -3.521445)  0.388
H (-1.002913, -1.171821, -2.794888)  -0.061
O (5.794580, -2.936490, 1.334541)  -0.560
C (5.100922, -3.742256, 0.558227)  0.409
O (5.447660, -4.878021, 0.319335)  -0.643
C (3.818796, -3.223541, -0.006673)  0.302
C (3.042302, -3.989707, -0.836082)  -0.532
N (1.970170, -3.252726, -1.158819)  -0.389
N (1.981263, -2.050259, -0.593973)  0.496
C (3.096036, -2.005884, 0.120201)  -0.551
C (3.381860, -0.740322, 0.888556)  0.801
O (4.481676, -0.632686, 1.447868)  -0.966
O (2.455500, 0.127124, 0.892337)  -0.417
H (5.310684, -2.061847, 1.464436)  0.451
H (3.194929, -4.996185, -1.194274)  0.533
H (1.179349, -3.520022, -1.713681)  0.062
C (0.617214, 0.296693, -4.945588)  -1.472
C (1.827104, 0.505989, -4.032998)  0.759
C (2.638286, -0.785733, -3.942287)  -1.359
C (1.445386, 1.054728, -2.638894)  -1.197
H (0.901745, 0.347989, -6.004379)  0.506
H (-0.155845, 1.050545, -4.763127)  0.300
H (0.167087, -0.688055, -4.777185)  0.175
H (2.474996, 1.234182, -4.537826)  0.348
H (2.063047, -1.538908, -3.397083)  0.005
H (3.580510, -0.635874, -3.401799)  0.356
H (2.875447, -1.190936, -4.935473)  0.461
H (0.933447, 2.017423, -2.817743)  0.515
H (2.410156, 1.366786, -2.186168)  0.075
Se (-3.128325, -3.666756, 0.788266)  -0.264
C (-1.811041, -2.552810, 0.355296)  -0.251
N (-0.936759, -1.832077, 0.053952)  -0.054

Force components x, y, z for each atom (eV/Å):
0.59 -0.14 0.25
0.05 0.03 -0.04
-0.07 -0.02 -0.07
0.01 -0.03 -0.07
-0.08 0.00 -0.01
-0.01 -0.14 0.10
0.03 0.00 -0.05
-0.05 -0.08 -0.09
-0.12 0.46 0.14
0.08 0.02 0.06
-0.06 0.01 -0.02
0.09 -0.03 -0.04
0.02 0.02 0.09
0.17 0.13 -0.03
-0.41 0.00 0.21
0.01 -0.02 0.07
0.00 0.00 0.00
0.03 0.15 -0.04
0.07 -0.03 0.07
0.00 -0.05 0.06
-0.04 -0.05 -0.10
0.01 0.12 0.07
-0.33 0.47 -0.29
0.08 0.10 -0.11
-0.07 -0.04 -0.12
-0.17 -0.03 -0.04
-0.04 0.00 -0.05
0.04 0.01 -0.03
0.02 0.00 0.08
0.01 0.04 0.15
0.02 0.04 0.15
0.03 -0.02 -0.02
-0.03 0.09 -0.08
0.04 0.00 -0.18
0.08 -0.11 -0.02
0.10 -0.10 -0.02
0.13 -0.13 0.00
-0.06 -0.11 -0.01
-0.01 0.02 0.02
0.03 -0.07 -0.03
-0.12 -0.01 -0.01
0.04 0.09 -0.10
-0.02 -0.09 -0.05
0.04 -0.01 0.08
-0.03 0.04 0.00
0.06 -0.12 0.01
0.15 -0.01 0.10
0.03 -0.15 0.22
0.00 -0.06 0.07
0.08 -0.01 -0.05
-0.02 0.04 0.00
-0.03 -0.03 0.05
-0.01 0.09 0.02
0.07 0.03 0.04
-0.12 0.32 0.19
-0.35 -0.23 0.03
0.11 0.18 -0.05
0.17 0.23 0.17
-0.18 -0.22 -0.19
-0.14 -0.19 -0.13
0.16 0.27 0.24
0.08 0.10 -0.01
0.00 0.24 0.06
0.02 -0.29 0.09
0.19 -0.16 -0.21
0.20 0.04 -0.20
-0.02 0.11 0.04
-0.16 -0.06 -0.10
-0.06 -0.09 -0.03
0.04 0.08 0.16
0.05 0.00 -0.02
0.13 -0.15 -0.59
-0.03 -0.04 0.11
0.08 -0.04 -0.03
0.05 0.14 0.00
0.04 0.10 -0.07
-0.01 -0.06 0.00
-0.12 0.00 -0.03
-0.01 0.06 0.11
-0.04 0.00 0.08
-0.15 -0.07 0.13
-0.06 -0.03 -0.04
0.41 0.11 -0.14
-0.68 -0.67 0.06

---

[3]
Formula: C5H11N2
Source: the OMol25 dataset
Level of theory: the ωB97M-V functional and the def2-TZVPD basis

- Relative energy (zero: lowest compared OMol25 entry of this formula, charge and spin): 123.61 kcal/mol
- Lowest unoccupied orbital energy: -5.7596 eV
- Total energy: -8331.7589 eV
- Charge: +1
- HOMO energy: -13.411 eV
- Strongest force on any atom: 3.8 eV/A

Each line ends with the Mulliken charge.
Element x y z (Å)
C (3.454471, 1.134049, 0.716380)  -0.625
C (0.312383, 0.637022, -0.775333)  -0.444
C (-1.196504, -1.654313, -0.772376)  -1.252
C (-2.650972, -0.430287, 0.763929)  -1.211
C (-2.130443, -0.787273, -0.572877)  0.277
N (2.139187, 0.753583, 0.661806)  -0.387
N (1.263060, 0.954429, -0.061005)  0.617
H (3.943829, 1.051272, -0.264728)  0.332
H (3.596609, 2.058275, 1.208764)  0.333
H (0.218304, -0.219385, -1.412551)  0.485
H (-0.332506, 1.435761, -1.026685)  0.344
H (-1.024946, -1.897769, -1.776699)  0.509
H (-0.541439, -2.079526, 0.048197)  0.326
H (4.044054, 0.529529, 1.410024)  0.296
H (-3.544204, -0.957060, 0.763622)  0.352
H (-2.847112, 0.617289, 1.015195)  0.336
H (-2.021452, -0.738979, 1.527480)  0.357
H (-2.682317, -0.406618, -1.453143)  0.354

Force components x, y, z for each atom (eV/Å):
3.12 -0.81 -1.21
-1.15 1.37 -1.77
2.18 -1.57 1.28
0.33 1.80 -0.89
-1.99 1.86 0.04
-0.92 -0.79 3.65
0.97 -0.94 -1.20
-0.10 0.60 0.13
-0.37 1.64 0.03
0.81 -0.50 0.10
-1.14 0.63 0.15
0.67 -0.87 -1.24
-1.01 0.33 -1.07
-0.61 -0.66 -0.07
-2.03 -0.85 0.77
-0.18 0.02 -0.70
1.18 -1.11 1.45
0.25 -0.16 0.53

---

[4]
Formula: C6H10O
Source: the OMol25 dataset
Level of theory: the ωB97M-V functional and the def2-TZVPD basis

- Relative energy (zero: lowest compared OMol25 entry of this formula, charge and spin): 60.69 kcal/mol
- Lowest unoccupied orbital energy: 1.0942 eV
- SMILES string: C=C1CO1.C=CC
- Total energy: -8428.6087 eV
- HOMO energy: -9.260 eV
- Strongest force on any atom: 0.3 eV/A

Each line ends with the Mulliken charge.
Element x y z (Å)
C (-1.921037, 0.047668, 0.121722)  -0.972
C (-1.396021, 1.415372, -0.205237)  0.183
C (-0.488265, 2.072093, 0.513336)  -0.923
C (1.414267, -1.255757, -0.071402)  0.491
C (2.055731, -0.008031, -0.371164)  -0.179
O (1.679843, -0.444351, 0.976872)  -0.409
C (0.879684, -2.435538, -0.318392)  -0.846
H (-1.383873, -0.390520, 0.968658)  0.247
H (-2.987575, 0.097563, 0.375194)  0.345
H (-1.822458, -0.634196, -0.730869)  0.247
H (-1.817717, 1.893511, -1.090732)  0.294
H (-0.162763, 3.073529, 0.241928)  0.302
H (-0.034713, 1.624916, 1.396526)  0.272
H (3.129203, 0.023851, -0.547428)  0.247
H (1.468959, 0.828838, -0.744168)  0.194
H (0.493910, -3.051944, 0.485948)  0.271
H (0.828230, -2.802676, -1.336188)  0.237

Force components x, y, z for each atom (eV/Å):
0.01 -0.05 0.04
0.09 0.12 0.10
-0.13 -0.07 -0.09
-0.03 -0.19 -0.11
0.10 0.13 -0.26
-0.06 -0.13 0.15
0.07 0.12 0.05
-0.08 0.08 -0.11
0.15 -0.01 -0.05
-0.01 0.12 0.11
0.06 -0.04 0.13
-0.07 -0.15 0.01
-0.09 0.05 -0.13
-0.15 -0.03 0.05
0.08 -0.16 0.06
0.04 0.10 -0.08
0.03 0.09 0.13